Entry 1:
{"formula": "C41H30Cl3N9O4S2Se2Tl", "method": "ωB97M-V/def2-TZVPD", "charge": -1, "orbital_gap_ev": 6.35, "homo_energy_ev": -5.02, "elements": ["Tl", "C", "C", "N", "C", "C", "N", "C", "C", "C", "C", "C", "N", "C", "C", "N", "C", "C", "N", "C", "C", "C", "N", "C", "C", "H", "H", "H", "H", "H", "H", "H", "H", "H", "H", "H", "H", "Se", "Se", "C", "C", "C", "C", "C", "N", "C", "C", "C", "C", "C", "N", "H", "H", "H", "H", "H", "H", "H", "H", "C", "S", "O", "O", "O", "H", "H", "H", "C", "C", "O", "S", "C", "C", "C", "C", "C", "C", "C", "C", "H", "H", "H", "H", "H", "H", "H", "Cl", "C", "Cl", "Cl", "C", "N"], "coordinates": [[-0.033, -0.034, 0.554], [-4.410, 2.159, 1.928], [-3.168, 1.537, 1.912], [-2.259, 1.837, 0.997], [-2.575, 2.760, 0.092], [-3.815, 3.393, 0.132], [-4.735, 3.094, 1.041], [-1.531, 3.078, -0.923], [-1.829, 3.697, -2.132], [-0.796, 3.939, -3.030], [0.491, 3.555, -2.675], [0.701, 2.961, -1.433], [-0.297, 2.730, -0.590], [2.046, 2.549, -0.943], [3.233, 2.848, -1.599], [4.418, 2.512, -1.101], [4.407, 1.846, 0.045], [3.223, 1.509, 0.692], [2.052, 1.880, 0.206], [-1.060, 4.591, -4.334], [-2.222, 4.331, -5.053], [-2.422, 4.964, -6.269], [-1.561, 5.826, -6.805], [-0.452, 6.074, -6.113], [-0.158, 5.491, -4.891], [-5.150, 1.906, 2.677], [-2.892, 0.785, 2.643], [-4.072, 4.175, -0.574], [-2.842, 3.981, -2.381], [1.307, 3.705, -3.368], [3.247, 3.384, -2.540], [5.367, 1.570, 0.465], [3.208, 0.928, 1.608], [-2.957, 3.630, -4.682], [-3.320, 4.765, -6.843], [0.240, 6.782, -6.556], [0.756, 5.752, -4.373], [-2.811, -3.614, -0.549], [-3.763, -1.697, 0.296], [-3.523, -0.541, -1.233], [-4.526, 0.378, -1.535], [-4.339, 1.206, -2.628], [-3.174, 1.085, -3.373], [-2.234, 0.146, -2.975], [-2.404, -0.648, -1.924], [-1.125, -3.708, 0.394], [-0.191, -4.587, -0.134], [0.976, -4.783, 0.581], [1.154, -4.103, 1.773], [0.179, -3.209, 2.176], [-0.956, -3.010, 1.496], [-5.431, 0.420, -0.943], [-5.102, 1.925, -2.902], [-2.995, 1.695, -4.248], [-1.302, 0.021, -3.517], [-0.354, -5.065, -1.091], [1.754, -5.422, 0.187], [2.065, -4.199, 2.346], [0.314, -2.587, 3.053], [4.906, -1.596, -0.499], [3.128, -1.791, -0.586], [2.663, -1.665, 0.797], [2.927, -3.104, -1.178], [2.659, -0.688, -1.428], [5.339, -2.541, -0.180], [5.145, -0.815, 0.218], [5.270, -1.326, -1.489], [7.828, -1.929, 8.244], [6.636, -1.436, 7.454], [6.557, -0.325, 7.006], [5.397, -2.699, 7.245], [4.198, -1.892, 6.226], [3.250, -1.045, 6.789], [2.288, -0.455, 5.989], [2.246, -0.705, 4.613], [3.211, -1.559, 4.056], [4.176, -2.143, 4.858], [1.247, -0.138, 3.762], [0.471, 0.329, 2.936], [8.265, -1.092, 8.785], [8.567, -2.317, 7.541], [7.555, -2.728, 8.931], [3.271, -0.851, 7.853], [1.549, 0.205, 6.423], [3.184, -1.744, 2.988], [4.918, -2.801, 4.422], [1.494, 0.587, -3.940], [1.617, -1.140, -4.309], [3.284, -1.697, -4.301], [0.917, -1.415, -5.939], [0.801, -1.911, -3.370], [0.092, -2.547, -2.727]], "lowdin_charge": [0.72, -0.12, -0.12, 0.10, -0.20, -0.09, 0.08, -0.20, 0.03, -0.15, 0.02, -0.21, 0.15, -0.22, -0.09, 0.09, -0.12, -0.10, 0.10, -0.16, -0.01, -0.14, 0.05, -0.14, -0.01, 0.10, 0.11, 0.11, 0.11, 0.10, 0.10, 0.11, 0.11, 0.09, 0.10, 0.10, 0.11, 0.64, 0.61, -0.68, -0.12, -0.08, -0.08, -0.13, 0.03, -0.69, -0.13, -0.07, -0.07, -0.15, 0.01, 0.10, 0.11, 0.08, 0.08, 0.09, 0.11, 0.10, 0.09, -0.15, 0.32, -0.42, -0.36, -0.46, 0.05, 0.03, 0.05, -0.09, -0.76, 0.03, 1.00, -0.56, -0.10, -0.03, -0.26, -0.02, -0.09, -0.22, -0.18, 0.08, 0.08, 0.06, 0.10, 0.11, 0.09, 0.10, 0.66, -1.57, 0.66, 0.58, -0.40, 0.26]}

***

Entry 2:
{"formula": "C41H30F4N7O2Ti", "method": "ωB97M-V/def2-TZVPD", "spin_multiplicity": 2, "orbital_gap_ev": [6.67, 5.84], "homo_energy_ev": [-7.34, -7.98], "elements": ["Ti", "C", "N", "C", "C", "C", "N", "C", "C", "C", "C", "C", "C", "C", "O", "C", "C", "C", "N", "C", "C", "C", "C", "C", "C", "C", "O", "H", "H", "H", "H", "H", "H", "H", "H", "H", "H", "H", "H", "H", "H", "H", "H", "H", "H", "H", "H", "H", "H", "H", "H", "H", "F", "C", "C", "F", "C", "C", "C", "F", "C", "C", "C", "N", "C", "N", "F", "C", "C", "N", "C", "N", "C", "C", "C", "C", "C", "C", "C", "C", "H", "H", "H", "H", "H"], "coordinates": [[1.049, 0.117, 1.273], [1.779, 2.778, 2.989], [0.621, 2.105, 2.374], [-0.021, 3.022, 1.380], [0.945, 3.717, 0.419], [1.767, 2.832, -0.521], [2.343, 1.673, 0.166], [3.553, 1.358, -0.092], [4.313, 0.335, 0.608], [5.569, -0.054, 0.136], [6.357, -0.925, 0.858], [5.894, -1.386, 2.092], [4.664, -0.995, 2.585], [3.843, -0.147, 1.838], [2.652, 0.219, 2.303], [-0.378, 1.839, 3.450], [0.099, 0.851, 4.519], [-0.202, -0.614, 4.253], [0.546, -1.181, 3.122], [0.766, -2.434, 3.171], [1.287, -3.279, 2.105], [1.344, -4.658, 2.319], [1.722, -5.521, 1.313], [2.045, -5.001, 0.060], [2.004, -3.640, -0.171], [1.632, -2.775, 0.850], [1.581, -1.460, 0.621], [1.461, 3.735, 3.416], [2.557, 2.943, 2.254], [2.214, 2.162, 3.764], [-0.548, 3.803, 1.939], [-0.768, 2.450, 0.829], [1.609, 4.369, 0.986], [0.336, 4.378, -0.200], [2.565, 3.430, -0.968], [1.132, 2.462, -1.323], [4.097, 1.929, -0.847], [5.917, 0.342, -0.813], [7.322, -1.236, 0.480], [6.509, -2.059, 2.677], [4.298, -1.348, 3.541], [-1.285, 1.472, 2.977], [-0.624, 2.795, 3.925], [-0.391, 1.120, 5.456], [1.170, 0.947, 4.694], [-1.265, -0.737, 4.043], [0.023, -1.188, 5.154], [0.486, -2.971, 4.081], [1.065, -5.046, 3.293], [1.752, -6.588, 1.489], [2.321, -5.669, -0.745], [2.253, -3.217, -1.136], [-3.074, 1.301, -0.049], [-3.619, 0.576, -1.038], [-4.227, 1.260, -2.050], [-4.208, 2.591, -1.996], [-4.864, 0.613, -3.134], [-4.836, -0.799, -3.056], [-4.228, -1.475, -2.036], [-4.236, -2.809, -2.085], [-3.557, -0.827, -0.982], [-2.848, -1.536, 0.046], [-1.884, -0.899, 0.802], [-1.067, -0.355, 1.422], [-2.936, -2.943, 0.279], [-2.935, -4.070, 0.523], [-5.404, -1.518, -4.021], [-5.452, 1.316, -4.213], [-6.044, 0.672, -5.340], [-6.522, 0.220, -6.286], [-5.469, 2.739, -4.301], [-5.512, 3.883, -4.436], [0.185, 0.442, -0.599], [-0.351, 0.469, -1.689], [-0.984, 0.500, -2.980], [-1.274, 1.727, -3.588], [-1.887, 1.770, -4.831], [-2.232, 0.592, -5.480], [-1.958, -0.630, -4.879], [-1.337, -0.679, -3.640], [-1.024, 2.646, -3.072], [-2.110, 2.727, -5.286], [-2.720, 0.625, -6.446], [-2.237, -1.552, -5.376], [-1.128, -1.631, -3.166]], "mulliken_spin": [0.01, 0.00, 0.00, 0.00, 0.00, 0.00, 0.00, 0.00, 0.00, 0.00, 0.00, 0.00, 0.00, 0.00, 0.00, 0.00, 0.00, 0.00, 0.00, 0.00, 0.00, 0.00, 0.00, 0.00, 0.00, 0.00, 0.00, 0.00, 0.00, 0.00, 0.00, 0.00, 0.00, 0.00, 0.00, 0.00, 0.00, 0.00, 0.00, 0.00, 0.00, 0.00, 0.00, 0.00, 0.00, 0.00, 0.00, 0.00, 0.00, 0.00, 0.00, 0.00, 0.00, -0.01, 0.08, 0.01, -0.02, 0.08, -0.02, 0.00, 0.07, 0.12, 0.00, 0.05, -0.01, 0.03, 0.01, 0.35, -0.03, 0.17, -0.04, 0.17, 0.00, 0.00, 0.00, 0.01, 0.00, 0.00, -0.01, 0.00, 0.00, 0.00, 0.00, 0.00, 0.00]}

***

no.,E_tot (eV)
1,-259228.9989
2,-91513.2523